{"formula": "C29H23N3O2RhS3", "method": "the ωB97M-V functional and the def2-TZVPD basis", "lumo_ev": 1.7, "gap_ev": 5.952, "relative_energy_kj_mol": 42.9, "total_charge": -1, "elements": ["Rh", "C", "S", "C", "S", "N", "N", "C", "C", "C", "C", "C", "C", "N", "H", "H", "H", "H", "H", "H", "H", "H", "O", "C", "O", "C", "C", "C", "C", "C", "C", "S", "H", "H", "H", "H", "C", "C", "C", "C", "C", "C", "C", "C", "C", "C", "C", "C", "C", "C", "H", "H", "H", "H", "H", "H", "H", "H", "H", "H", "H"], "positions_angstrom": [[0.350, -0.400, -0.384], [3.333, -2.317, 3.533], [2.091, -3.402, 2.806], [1.313, -2.347, 1.623], [2.117, -0.980, 0.999], [0.118, -2.793, 1.301], [-0.478, -2.007, 0.362], [-1.611, -2.350, -0.145], [-2.205, -1.405, -1.088], [-3.444, -1.592, -1.686], [-3.932, -0.609, -2.530], [-3.174, 0.529, -2.761], [-1.941, 0.647, -2.139], [-1.480, -0.292, -1.325], [3.962, -2.958, 4.151], [2.865, -1.554, 4.151], [3.945, -1.852, 2.766], [-2.090, -3.279, 0.136], [-4.003, -2.496, -1.489], [-4.897, -0.730, -3.004], [-3.519, 1.315, -3.416], [-1.282, 1.492, -2.298], [2.001, 2.768, -2.579], [1.642, 1.609, -2.387], [1.092, 1.264, -1.277], [1.819, 0.623, -3.542], [2.255, 1.224, -4.731], [2.447, 0.518, -5.900], [2.207, -0.853, -5.899], [1.792, -1.471, -4.741], [1.588, -0.764, -3.539], [1.108, -1.780, -2.193], [2.439, 2.288, -4.687], [2.780, 1.023, -6.798], [2.346, -1.439, -6.800], [1.614, -2.539, -4.731], [-2.635, 2.056, 5.797], [-2.361, 2.863, 4.700], [-1.854, 2.324, 3.528], [-1.599, 0.952, 3.420], [-1.901, 0.153, 4.528], [-2.405, 0.691, 5.701], [-1.064, 0.271, 2.218], [-0.349, 0.766, 1.199], [0.095, 2.174, 1.176], [1.129, 2.583, 2.018], [1.575, 3.896, 2.008], [0.997, 4.825, 1.156], [-0.026, 4.426, 0.306], [-0.466, 3.114, 0.314], [-3.028, 2.485, 6.710], [-2.547, 3.929, 4.754], [-1.661, 2.974, 2.688], [-1.726, -0.916, 4.458], [-2.620, 0.042, 6.542], [-1.278, -0.793, 2.236], [1.580, 1.854, 2.680], [2.381, 4.193, 2.669], [1.352, 5.848, 1.140], [-0.469, 5.137, -0.380], [-1.261, 2.806, -0.357]], "atomic_forces_ev_per_a": [[-0.21, 0.03, 0.12], [0.04, -0.05, -0.08], [-0.08, 0.08, 0.00], [0.03, -0.04, 0.11], [0.04, -0.01, 0.00], [-0.03, 0.01, -0.14], [0.20, -0.10, -0.07], [-0.08, 0.11, -0.05], [0.01, -0.06, 0.20], [0.01, 0.04, -0.03], [0.01, -0.02, 0.02], [0.00, 0.01, 0.00], [0.02, -0.01, -0.10], [0.04, -0.10, -0.11], [-0.03, -0.01, 0.02], [0.00, 0.02, -0.02], [0.02, -0.01, -0.01], [-0.02, 0.02, 0.04], [-0.01, 0.01, 0.01], [0.00, 0.00, -0.01], [0.00, -0.01, -0.01], [-0.01, -0.01, 0.02], [0.01, 0.00, 0.01], [0.01, -0.05, -0.05], [0.03, 0.10, 0.12], [-0.03, 0.00, -0.01], [-0.02, 0.00, -0.03], [0.01, 0.01, 0.01], [-0.01, -0.01, 0.00], [0.01, -0.01, -0.02], [-0.03, 0.05, 0.05], [0.08, -0.05, 0.04], [-0.01, 0.00, -0.01], [0.00, 0.00, 0.00], [0.01, -0.01, 0.00], [-0.01, 0.00, 0.00], [0.00, 0.01, 0.00], [-0.01, 0.00, 0.01], [-0.02, -0.01, -0.01], [0.01, 0.00, 0.02], [0.01, 0.00, 0.01], [0.00, 0.00, 0.00], [-0.08, 0.02, -0.07], [0.06, 0.02, -0.06], [0.06, 0.02, 0.05], [0.00, -0.01, -0.04], [0.00, 0.02, 0.00], [0.00, 0.00, 0.01], [-0.02, 0.00, 0.01], [-0.05, -0.01, 0.02], [0.00, 0.00, 0.00], [0.00, 0.00, 0.00], [0.01, 0.00, 0.01], [0.01, 0.00, 0.00], [0.00, 0.00, 0.00], [-0.02, -0.01, 0.00], [0.00, -0.01, 0.00], [0.00, 0.00, 0.00], [0.00, 0.00, 0.00], [0.00, 0.00, 0.00], [0.03, 0.01, 0.01]], "lowdin_charge": [0.72, -0.45, 0.83, -1.06, 0.68, -0.06, -0.24, -0.07, -0.25, -0.02, -0.06, -0.04, -0.08, -0.01, 0.02, 0.04, 0.00, 0.13, 0.11, 0.10, 0.11, 0.12, 0.01, -0.58, -0.20, -0.14, -0.05, -0.11, -0.12, -0.17, -0.60, 0.62, 0.10, 0.09, 0.09, 0.08, -0.12, -0.09, -0.03, -0.20, -0.05, -0.11, -0.10, -0.21, -0.29, -0.05, -0.09, -0.10, -0.09, -0.06, 0.09, 0.10, 0.10, 0.11, 0.09, 0.07, 0.11, 0.09, 0.09, 0.10, 0.10]}